Entry 1:
Below is a molecular structure, C13H28MgO11, with properties calculated with ωB97M-V/def2-TZVPD.

XYZ file:
```
53
Properties=species:S:1:pos:R:3
H -1.21203 -0.16592 3.44323
O -4.08574 -0.43237 0.77694
H 0.71684 -4.24206 0.07864
C 3.12509 0.10689 -1.20274
C -4.16372 -0.33367 -0.63717
C -2.89006 -0.57981 1.28415
H -2.44979 0.63085 -3.11621
O -1.84768 -0.51173 0.71128
C 3.95832 -1.92575 -0.29091
O 4.08325 -0.76037 -1.08153
C 0.11884 -3.51262 0.64950
C -1.61992 1.05844 -2.53004
H 0.03300 3.21392 -0.53484
H -1.51198 2.79862 -3.83159
H 0.23447 -3.75385 1.71910
H -2.09199 -1.39155 4.29373
O -0.86417 0.05664 -1.96383
H -3.37606 -0.90353 -1.13982
H 2.64133 0.00266 1.86942
C 2.12491 0.36503 2.75799
C -0.84845 2.02319 -3.44327
H -0.05734 2.48156 -2.84395
C -1.84361 -1.04988 3.29400
C -0.10050 3.70029 0.42703
H 1.82955 2.23855 -1.29321
H 3.11747 3.24248 -2.02199
H -2.04099 -3.39260 0.99301
O -3.01166 -0.69661 2.58675
O 1.51742 1.63958 2.65199
H 3.98875 -1.74227 0.78219
H -3.93251 0.68341 -0.96200
O 3.61600 1.23984 -1.66751
C -1.33619 -3.80184 0.25807
C 2.67537 2.25201 -1.97872
H -1.63530 -3.28311 -0.65990
H 2.98595 -2.40375 -0.45766
H -0.38888 1.50674 -4.28682
H -1.15095 3.77457 0.71979
O 1.96638 -0.10473 -0.95266
H 2.84509 0.41203 3.57069
H -1.18498 -1.76027 2.79321
H -2.06958 1.64215 -1.70627
H -1.54814 -4.86386 0.12713
H 4.71535 -2.62792 -0.62157
Mg -0.01362 -0.57502 -0.33521
O 0.29213 1.10023 0.87153
H 1.39790 -0.40816 3.01487
O 0.65072 3.21314 1.52335
H 0.15726 4.75181 0.27129
H 2.26341 2.05033 -2.97054
H -5.12687 -0.66217 -1.00698
C 0.82845 1.90307 1.57021
O 0.51944 -2.20259 0.49783
```

Results
**Total energy**: -1539.96060 Eh
**F_max**: 1.995 eV/Å
**Energy above the lowest of the compared OMol25 structures with the same formula, charge and spin**: 0.0 kJ/mol
**LUMO**: 0.486 eV

---

Entry 2:
Below is 2 unconnected molecules or ions with the total composition C13H28N3, with properties calculated with ωB97M-V/def2-TZVPD.

XYZ file:
```
44
Properties=species:S:1:pos:R:3
H -1.32033 -1.97206 -0.27671
H -2.53130 -0.16499 2.07802
H 1.20317 3.30426 2.80837
N -1.25832 2.79409 1.23565
H 1.67899 1.14947 2.77547
H -0.05801 -0.31443 1.49690
C 1.11985 -1.40667 -2.72552
C -0.22627 0.67707 1.91949
H -3.77235 2.69997 4.25189
H 0.31678 -3.23312 -3.54616
C -2.69543 0.77357 1.55459
H -0.24448 5.51121 1.62137
C -0.90620 -2.00998 -1.28802
H 1.14969 -1.98809 -0.64185
C -1.31159 1.32455 1.07273
C 1.29699 -2.78461 -3.36434
C 2.14884 -3.76187 -2.55557
H 2.16334 -4.71902 -3.08069
H -0.58761 0.51365 2.93244
N -0.08793 4.77980 0.95153
H 1.75003 -2.64909 -4.35007
H -0.92189 -3.05288 -1.60156
H -2.36560 1.50828 4.23104
C 3.58499 -3.29004 -2.34671
H 1.68270 -3.95760 -1.58536
H 0.46932 -0.40177 -0.94146
H 1.70304 1.12244 1.03630
H 2.08564 -0.89630 -2.68079
H -4.33466 2.20276 2.00102
N 0.97503 2.89271 1.91027
C -0.12308 3.45291 1.35599
H 0.06866 5.00350 -0.01388
C -3.46516 1.72578 2.43607
H 4.16367 -4.03738 -1.80385
C 1.10306 1.41921 1.89386
C -3.18021 1.98413 3.70045
H 3.62893 -2.36305 -1.77159
H 4.08011 -3.11620 -3.30366
H 0.48960 -0.79684 -3.38069
H -1.84440 3.30214 0.57820
H -1.57620 -1.45028 -1.94482
C 0.50607 -1.42967 -1.32789
H -3.30412 0.59273 0.67082
H -1.25340 1.06168 0.01874
```

Results
**Total energy**: -676.13619 Eh
**F_max**: 2.823 eV/Å
**Charge**: +1
**LUMO**: -3.860 eV

---

Entry 3:
Below is a molecular structure, C13H28N6NiO6S, with properties calculated with ωB97M-V/def2-TZVPD.

XYZ file:
```
55
Properties=species:S:1:pos:R:3
O 0.79939 -2.69232 -0.45981
N -1.53956 -0.98764 0.33716
C -0.27556 -4.12709 2.75419
C 3.52006 -2.24219 -0.66756
H 4.66541 0.98721 -0.98903
C 2.51313 -1.15957 -0.48383
N 1.66831 0.91455 0.01042
N -0.44232 -2.68254 2.67974
H -4.33835 -1.42937 0.11439
O -0.64967 -0.10935 -2.62834
H 3.90657 -2.59839 0.30415
H 0.52659 5.48660 -1.85456
H 4.38131 -1.87071 -1.23735
O -0.75434 2.57915 0.99166
S 0.46505 -0.14826 2.66620
C -0.28213 3.72187 -2.03264
H 0.89305 -5.49852 3.94555
H -3.71377 -2.05640 1.65447
C 2.07498 -3.74485 3.51164
C 0.75592 -4.42060 3.82793
O 1.74670 2.23610 0.21486
H 0.78522 2.46288 0.55277
H -1.24851 -4.56605 2.99167
H -4.27354 1.40495 2.02709
H 3.09365 -3.10534 -1.19852
H -1.37749 -0.66755 -2.31757
N 1.19642 -1.40020 -0.36224
Ni 0.11971 -0.05356 0.51383
H -1.11640 3.22718 -1.52176
H 2.59449 -1.72061 3.00988
C -2.38948 0.98196 1.15431
H 0.15348 -0.62692 -2.40588
C -3.89246 -1.13515 1.07577
H -3.42298 2.82964 1.36894
H 0.56375 3.02173 -2.08930
O -1.68872 -2.18953 -0.15834
H 0.05672 -4.51725 1.78301
H 4.81156 0.05212 0.50162
C 0.62127 -1.86548 2.76693
H -4.61902 -0.52555 1.62325
H -0.59558 4.00718 -3.05481
C 2.80404 0.22277 -0.21273
O 0.07602 4.87169 -1.25681
N -1.11991 1.36134 0.81255
C 4.17578 0.77812 -0.02668
H 2.61595 -4.32605 2.75456
H 0.39033 -4.05721 4.79299
H 4.13766 1.70727 0.55486
N 1.82930 -2.39464 2.99988
H -2.90004 2.10261 2.91148
C -2.64371 -0.37114 0.84044
H 2.70828 -3.66194 4.40302
H -1.22684 -2.33276 2.13393
C -3.29229 1.88104 1.90537
H -0.24488 -2.58434 -0.37794
```

Results
**Total energy**: -3198.41311 Eh
**F_max**: 3.146 eV/Å
**Energy above the lowest of the compared OMol25 structures with the same formula, charge and spin**: 57.6 kJ/mol
**LUMO (spin up / spin down)**: 0.071 / -1.240 eV
**Spin multiplicity**: 3
**<S²>**: 2.12

---

Entry 4:
Below is C13H28NO4P in the gas phase, with properties calculated with ωB97M-V/def2-TZVPD.

XYZ file:
```
47
Properties=species:S:1:pos:R:3
H 5.20908 -0.48438 -1.35439
H 4.62512 1.16840 1.75513
C -3.26093 -1.48343 -0.53491
H 4.60896 0.94440 -2.25055
H 1.75337 -2.53448 0.73422
H 2.95630 -0.97175 -2.20419
C 1.66975 -1.77575 -0.05147
H -4.61084 -0.82676 1.00363
H -2.23207 -1.46656 1.37443
H 0.13028 1.78353 0.83957
H -5.40219 0.17225 -1.14005
C 3.08424 -0.16964 1.01752
H -4.02527 3.13032 0.91256
H 0.29574 2.36145 -0.84374
H 1.47788 -2.28254 -0.99754
C -3.49566 3.78382 0.22319
O -0.10447 -0.43101 1.78390
C 4.46257 0.32421 -1.36457
O -0.01744 0.37199 -0.65800
O -0.91521 -1.96912 -0.12587
C -2.00502 3.46696 0.22657
N 2.89744 -1.04409 -0.12605
H -1.59902 3.63190 1.22639
P 0.12220 -0.85144 0.39606
C -2.21944 -2.03028 0.43462
O 4.65909 1.16725 -0.25445
C 4.47798 0.45226 0.94535
H 2.98171 -0.75749 1.93144
H 5.23118 -0.34674 1.01895
H -3.27817 -2.11228 -1.42732
H 2.32566 0.63078 1.03151
C -5.67824 -0.84263 -0.86284
H -1.48661 4.14112 -0.45884
C 3.06173 -0.28947 -1.35826
C -4.65029 -1.43195 0.09531
H -6.66148 -0.81649 -0.39953
H -2.13884 1.84768 -1.19227
H -4.95424 -2.44042 0.38359
H -2.41680 -3.08432 0.65554
H -3.91372 3.64397 -0.77134
H -3.66786 4.81377 0.52561
C -1.74295 2.02185 -0.18878
H -2.24651 1.34425 0.50445
H -2.95663 -0.48203 -0.84250
H 2.31450 0.51212 -1.45077
C -0.25699 1.68822 -0.18026
H -5.74143 -1.44010 -1.76935
```

Results
**Total energy**: -1209.28215 Eh
**F_max**: 1.264 eV/Å
**Energy above the lowest of the compared OMol25 structures with the same formula, charge and spin**: 10.1 kJ/mol
**LUMO**: 0.938 eV

---

Entry 5:
Below is a molecular structure, C13H28O10Zn, with properties calculated with ωB97M-V/def2-TZVPD.

XYZ file:
```
52
Properties=species:S:1:pos:R:3
C 1.17606 6.94342 2.77965
O -0.33961 -6.37706 -2.88445
C 1.11487 2.29934 -4.37936
H 7.63027 1.73124 0.72764
H 6.02887 2.45141 0.54217
C 6.71939 2.00706 1.25898
C 6.07170 0.74242 1.84303
H -1.09765 -5.79239 -4.68566
H -6.00337 2.09468 -0.78374
C 6.94822 -0.42061 2.38600
H 2.10374 2.75675 -4.41102
H -0.02622 7.12452 0.26638
C -5.95119 -0.41193 -0.00250
H -0.89745 -4.45205 -3.56631
H 6.45367 -1.39018 2.32712
H -5.85213 -1.01327 2.57829
O -6.84747 0.21512 -0.80810
H 0.46343 3.16855 -4.47013
O 0.63689 -7.04301 -0.96616
Zn -0.12809 -0.08855 1.10696
H 1.04886 6.67381 3.82810
O 4.86465 0.60657 1.78748
H -5.49479 0.94015 -2.19601
H -0.30431 -1.97407 5.33336
C -0.04962 -6.02623 -1.59190
H -6.93961 -2.36273 2.51100
H 0.33361 -8.99524 -1.77396
O -6.58596 -1.30391 0.77599
H 7.35550 -0.22976 3.37887
H -1.35505 6.01382 0.59471
H -2.24171 -5.50274 -3.32216
O -0.00448 4.89763 2.14834
H 0.89885 1.67635 -5.24730
H 7.81462 -0.33088 1.73072
H 2.02359 -8.63522 -1.19043
H 7.02121 2.71736 2.02872
H 1.46520 -8.07483 -2.66422
O -0.52095 -1.49867 4.50777
C -1.19956 -5.49665 -3.64152
O 0.94422 1.62604 -3.16753
H -1.29581 7.67492 1.36252
H 1.04442 8.02498 2.74801
H 2.17401 6.62064 2.48296
C 1.11382 -8.24481 -1.64650
O -4.77175 -0.12065 0.15385
C -6.24699 1.30863 -1.49850
C -0.73733 6.80122 1.02658
C 0.08874 6.08426 2.07289
C -6.17043 -1.83966 1.94278
H -5.27471 -2.45707 1.87509
H -7.05471 1.78947 -2.05030
O -0.14746 -4.90818 -1.15821
```

Results
**Total energy**: -3043.42216 Eh
**F_max**: 4.567 eV/Å
**Energy above the lowest of the compared OMol25 structures with the same formula, charge and spin**: 1197.7 kJ/mol
**LUMO**: -5.059 eV

---

Entry 6:
Below is 7 unconnected molecules or ions with the total composition C13H29Cl2N3O6P2S, with properties calculated with ωB97M-V/def2-TZVPD.

XYZ file:
```
56
Properties=species:S:1:pos:R:3
C 0.19622 0.55079 0.02874
C 4.77611 0.24273 1.10726
C -2.52838 0.61095 1.10292
H 7.55073 -3.15915 -3.13006
C -0.42698 -0.14428 -1.30446
H -2.10759 -2.99011 -4.24011
H 3.95254 0.72394 1.78938
H 6.07428 -1.25530 -1.23943
N 1.63632 0.87292 0.31731
H 2.65163 -0.51834 -3.11071
H -0.75162 4.28291 0.55134
C -2.05941 -2.66746 -3.10273
H 3.16792 1.90391 3.90752
C -2.05785 -0.44273 -1.45879
O -0.36597 4.38928 -0.33132
H 1.01731 5.55310 5.30368
O -5.87950 -4.22008 -2.60539
H 5.87703 0.59506 1.39956
H -3.76231 -1.14449 -2.92247
O 6.95563 -2.89568 -2.41226
H -6.18269 -3.33534 -2.35154
C -3.12740 -0.09582 -0.26506
P 4.36699 0.68135 -0.74220
S -1.33040 3.47096 3.16389
H -2.25620 -0.40126 -3.78602
H -0.47059 0.97452 4.04380
O -5.40568 2.85790 4.90432
H 4.68382 1.75898 4.01977
H -0.92050 -2.79519 -2.76843
H -6.68853 -4.67294 -2.88680
H 5.13692 -0.60098 -2.85048
C -2.57512 -1.12085 -2.89545
H -5.15024 -0.44244 0.37042
C 2.44067 0.42089 -0.86888
N 0.43996 -0.52443 -2.47084
O 1.32050 4.66836 5.04983
Cl -3.77904 0.99859 2.43976
H -4.79952 2.50424 4.23603
C -0.89647 0.93610 1.23537
H 4.70705 -0.93735 1.23526
O 3.88267 1.25724 3.80713
H -5.00907 0.09710 -1.27782
P -0.30613 1.80305 2.87603
H 4.24301 -1.70741 -1.60047
H 1.06998 2.20691 2.66124
H -3.80390 -4.21016 -2.82128
N -4.57874 -0.45363 -0.50245
H -3.40195 -3.09967 -1.27575
H 0.36687 5.00796 -0.19354
C -2.94257 -3.71732 -2.16338
Cl -1.71300 -4.97714 -1.53050
H 7.24292 -3.43503 -1.66013
C 1.89953 -0.24482 -2.25082
H -5.96038 3.48063 4.41104
C 5.06966 -0.85651 -1.71040
H 0.51147 4.21550 4.76842
```

Results
**Total energy**: -3129.25940 Eh
**F_max**: 7.661 eV/Å
**LUMO**: -1.619 eV

---

Entry 7:
Below is a molecular structure, C13H29CoN6O3, with properties calculated with ωB97M-V/def2-TZVPD.

XYZ file:
```
52
Properties=species:S:1:pos:R:3
H -1.79340 -4.40805 -4.21708
H -2.75109 2.87746 1.61184
N -0.25590 0.24357 -2.71521
H 0.74905 0.32552 -2.69009
H 2.23254 -2.84147 3.36685
C -0.50746 3.60062 -0.44853
H -1.76929 -1.59598 0.88676
H -1.62032 -2.82632 -4.97655
O -3.60218 0.33955 0.55960
H 2.52540 0.03913 1.65440
N 1.43553 -1.72414 1.81810
C 0.98954 5.46526 -0.06908
H -0.27888 -3.51359 -4.00453
C 3.41859 -1.40089 0.31211
H -1.35324 6.32203 1.04384
N -0.61412 -1.01063 -3.20717
H 4.28813 -0.75705 0.16130
H 2.75428 -1.28896 -0.54803
H -2.39796 5.10010 0.30973
H -1.31341 1.97187 2.12600
C -0.98716 -1.97112 1.53398
N 0.26120 -0.24310 0.41343
C -2.59858 0.95698 0.72593
H 1.16534 0.17935 0.25147
C -2.37344 1.88893 1.89323
N -0.66816 2.52441 -0.83152
O -1.93883 -2.87236 -2.90785
H -1.26901 -1.78857 2.57503
H 3.76778 -2.43394 0.33096
H -0.41144 -1.25754 -4.15458
C 0.30626 -1.26706 1.21697
C 1.67787 -4.23293 1.82050
Co -1.29805 0.63865 -0.62463
C 1.44492 -2.95743 2.62408
C -1.56093 -1.67375 -2.47973
C 2.70430 -1.03453 1.61089
H 1.75837 4.69983 -0.05176
N -0.34042 4.83591 -0.01538
H -0.65041 0.98495 -3.27681
H 1.62861 -5.10711 2.47725
H 1.09774 6.06770 -0.97220
H 1.10842 6.10360 0.80385
H 0.92126 -4.35308 1.03822
O -2.01620 -1.20377 -1.46476
H -1.65594 6.35096 -0.70602
C -1.51097 5.70719 0.16159
H -0.91148 -3.05101 1.39506
C -1.35902 -3.42507 -4.10343
H 3.33641 -1.26634 2.46397
H 0.51350 -3.02792 3.17953
H 2.66206 -4.22821 1.34275
H -2.93982 1.53836 2.75571
```

Results
**Total energy**: -2449.53016 Eh
**F_max**: 1.420 eV/Å
**Charge**: +1
**LUMO (spin up / spin down)**: -2.248 / -2.269 eV
**Spin multiplicity**: 2
**<S²>**: 0.98

---

Entry 8:
Below is a molecular structure, C13H29EuN5O7, with properties calculated with ωB97M-V/def2-TZVPD.

XYZ file:
```
55
Properties=species:S:1:pos:R:3
C -0.60219 1.77314 3.08946
H 1.36540 4.04797 4.47688
C 0.35719 3.73334 4.20085
H 1.33787 -0.19557 -4.49165
O 2.42075 0.93298 -0.07079
C 1.01519 -1.20268 -4.21126
H -2.75233 3.86538 -2.27029
H -0.28942 3.76219 5.08800
H -1.97182 3.35025 2.59104
H -2.50548 -3.03528 0.92127
H -1.02647 4.07169 -1.82445
H 4.10283 -3.27794 2.21401
O -3.76452 -0.38985 0.14462
H 1.72509 0.75791 4.05495
Eu -0.59275 -0.64079 0.49317
H -0.93199 -3.19317 1.43054
N 1.93410 -0.21983 0.50735
N -0.73835 1.66006 -0.68582
H -2.16993 2.69845 4.24382
N 1.04448 -2.34199 1.53822
H -4.56428 2.91731 -1.38933
H -2.71049 1.74095 2.82762
H 0.27219 -1.58215 -4.91495
C 2.34706 -2.09881 1.82929
C -1.94796 2.43271 3.19893
O -0.41942 0.68745 2.47107
H -0.04841 4.43025 3.45397
C -1.85631 2.19384 -1.27804
C 2.85830 -0.91757 1.20050
H -0.96344 -1.64334 -2.27829
C 1.74798 1.75204 3.59162
H -1.48378 3.04288 -3.19948
H 2.44583 2.38729 4.13994
H 0.48106 -1.14709 -3.03477
N -2.80106 0.35349 -0.22915
C -3.04333 1.47733 -0.98347
C 4.28554 -0.52121 1.37074
O -0.13354 -1.22984 -1.98691
H 1.86833 -1.88281 -4.15411
N 0.44262 2.38709 3.65673
H 4.45161 -0.09610 2.37470
H 3.48782 -2.40316 3.62908
H 1.57731 1.44710 -0.38385
C -1.78101 3.36394 -2.18724
O 0.55053 -3.49138 1.88903
H -4.50029 1.57206 -2.53784
O -1.64755 -2.58247 1.01688
C -4.39193 1.83641 -1.47579
O 0.37445 2.31794 -0.81215
C 3.18157 -2.95290 2.72214
H 2.09521 1.64314 2.55773
H -5.15691 1.29676 -0.90805
H 4.92367 -1.41268 1.28800
H 4.58365 0.21287 0.61472
H 2.61659 -3.83857 3.02817
```

Results
**Total energy**: -2023.04681 Eh
**F_max**: 3.528 eV/Å
**Energy above the lowest of the compared OMol25 structures with the same formula, charge and spin**: 0.0 kJ/mol
**Charge**: +1
**LUMO (spin up / spin down)**: -3.459 / -5.718 eV
**Spin multiplicity**: 7
**<S²>**: 12.12